Record 1
This record from the OMol25 dataset describes an isolated molecule of C3H9OPS. The level of theory is ωB97M-V with the def2-TZVPD basis set.

ORCA input file:
```
! RIJCOSX wB97M-V def2-TZVPD def2/J DEFGRID3
* xyz 0 1
C -1.645 -1.605 0.648
C -1.043 -1.221 -0.691
S 0.711 -0.493 -0.565
O 0.927 -0.293 -2.017
P 0.147 1.357 0.330
C 1.959 2.163 0.100
H -1.970 -0.833 1.285
H -2.433 -2.380 0.597
H -0.885 -2.080 1.133
H -1.720 -0.455 -1.209
H -1.163 -2.065 -1.355
H 0.341 0.997 1.651
H 2.835 1.424 0.241
H 1.998 2.403 -0.907
H 1.940 3.081 0.758
*
```

Computed properties:
- E_HOMO: -8.69 eV
- Structure (SMILES): CCS(=O)#[PH]C
- Gap between HOMO and LUMO: 0.3427 hartree

***

Record 2
This record from the OMol25 dataset describes a cluster of 2 separate species, C2H3BrO2 in total. The level of theory is ωB97M-V with the def2-TZVPD basis set.

ORCA input file:
```
! RIJCOSX wB97M-V def2-TZVPD def2/J DEFGRID3
* xyz 0 1
C 0.891 1.095 -0.618
C -0.133 0.945 0.133
O -1.085 1.545 0.916
O -0.948 0.069 0.754
H 1.250 2.111 -0.728
H 1.133 0.155 -1.069
Br -0.837 -3.233 -0.340
H -0.270 -2.687 0.952
*
```

Computed properties:
- E_HOMO: -10.40 eV
- Structure (SMILES): C=C1OO1.Br
- Gap between HOMO and LUMO: 0.3966 hartree

***

Record 3
This record from the OMol25 dataset describes a structure of composition C14H22CeClO5P. The level of theory is ωB97M-V with the def2-TZVPD basis set.

ORCA input file:
```
! RIJCOSX wB97M-V def2-TZVPD def2/J DEFGRID3
* xyz 2 1
Cl -1.834 2.875 -1.704
C -0.872 -2.153 -1.273
C 0.558 -2.330 -1.099
C 1.222 -1.285 -1.815
H 1.021 -3.080 -0.460
C 0.224 -0.458 -2.468
C -1.072 -1.000 -2.101
H -2.020 -0.518 -2.390
H -1.640 -2.751 -0.785
H 2.305 -1.104 -1.894
C 0.474 0.745 -3.325
Ce -0.089 -0.119 0.011
C 2.178 1.259 1.179
O 3.145 1.757 1.606
C -2.090 2.005 0.418
O -3.081 2.421 0.857
H 1.429 1.217 -3.026
H -0.353 1.470 -3.166
H 0.529 0.478 -4.400
C 0.030 -3.528 4.036
C -0.604 -2.501 3.097
O 0.241 -1.472 2.712
P -0.060 0.660 2.734
O 1.164 0.701 3.820
C 1.201 0.338 5.224
C -0.084 0.316 6.000
O -1.000 1.911 3.438
C -0.145 3.058 3.135
C -0.980 4.204 2.616
H 0.936 -3.974 3.619
H -0.623 -4.372 4.278
H 0.267 -3.059 4.989
H -1.053 -3.050 2.252
H -1.440 -1.991 3.570
H 1.650 -0.640 5.150
H 1.892 0.958 5.790
H -0.704 -0.489 5.614
H 0.048 0.118 7.084
H -0.642 1.246 5.888
H 0.473 3.373 3.982
H 0.561 2.777 2.325
H -1.824 4.319 3.308
H -0.345 5.109 2.577
H -1.365 4.015 1.606
*
```

Computed properties:
- E_HOMO (alpha / beta): -15.48 / -15.40 eV
- Gap between HOMO and LUMO (alpha / beta): 0.1887 / 0.1874 hartree

***

Record 4
This record from the OMol25 dataset describes an isolated molecule of C3H3N3O2. The level of theory is ωB97M-V with the def2-TZVPD basis set.

ORCA input file:
```
! RIJCOSX wB97M-V def2-TZVPD def2/J DEFGRID3
* xyz 0 1
N 2.597 -0.143 -0.048
N 1.275 -0.856 -0.207
C 0.207 -0.355 -0.328
N -0.107 1.133 -0.221
C -1.498 0.930 -0.055
C -1.970 -0.348 0.010
O -3.155 -0.647 -0.015
O -0.963 -1.211 -0.142
H 2.522 0.593 0.653
H 3.246 -0.949 0.460
H -2.154 1.854 -0.106
*
```

Computed properties:
- E_HOMO: -10.12 eV
- Structure (SMILES): N/N=C1\N=CC(=O)O1
- Gap between HOMO and LUMO: 0.3093 hartree